Record 1
{
  "formula": "C27H20HfN5O5S3Sb",
  "method": "ωB97M-V/def2-TZVPD",
  "homo_lumo_gap_ev": [5.02, 6.76],
  "e_lumo_ev": [1.955, 1.923],
  "spin_multiplicity": 2,
  "charge": -1,
  "e_homo_ev": [-3.1, -4.8],
  "de_lowest_kj_mol": 214.8,
  "e_tot_ev": -86369.081,
  "elements": ["Hf", "O", "C", "C", "C", "C", "C", "C", "C", "O", "N", "N", "C", "C", "C", "C", "C", "C", "N", "H", "H", "H", "H", "H", "H", "H", "H", "H", "H", "O", "C", "C", "C", "C", "C", "C", "C", "O", "N", "N", "C", "C", "C", "C", "C", "C", "C", "O", "H", "H", "H", "H", "H", "H", "H", "H", "H", "H", "S", "Sb", "S", "S"],
  "xyz": [[0.140, -0.545, 0.654], [-0.617, 1.267, -3.228], [-1.803, 0.685, -3.538], [-2.521, 1.102, -4.656], [-3.739, 0.530, -4.974], [-4.264, -0.465, -4.163], [-3.563, -0.875, -3.044], [-2.328, -0.321, -2.708], [-1.624, -0.778, -1.487], [-0.334, -0.618, -1.350], [-2.364, -1.378, -0.585], [-1.640, -1.616, 0.552], [-1.954, -2.580, 1.403], [-1.065, -2.782, 2.476], [-1.197, -3.859, 3.381], [-0.234, -4.074, 4.325], [0.867, -3.200, 4.384], [0.925, -2.155, 3.490], [0.006, -1.921, 2.547], [-0.452, 1.994, -3.834], [-2.109, 1.892, -5.277], [-4.277, 0.866, -5.853], [-5.220, -0.914, -4.404], [-3.956, -1.638, -2.387], [-2.836, -3.197, 1.272], [-2.067, -4.498, 3.296], [-0.308, -4.904, 5.017], [1.650, -3.323, 5.119], [1.754, -1.459, 3.534], [2.148, 4.190, -1.334], [0.817, 4.337, -1.414], [0.332, 5.495, -2.024], [-1.027, 5.696, -2.175], [-1.934, 4.752, -1.705], [-1.465, 3.610, -1.085], [-0.097, 3.379, -0.931], [0.325, 2.115, -0.306], [-0.579, 1.351, 0.233], [1.612, 1.833, -0.306], [1.899, 0.565, 0.150], [3.072, 0.284, 0.604], [3.428, -1.051, 1.017], [4.679, -1.264, 1.615], [5.115, -2.523, 1.954], [4.303, -3.623, 1.664], [3.070, -3.450, 1.079], [2.574, -2.169, 0.772], [1.383, -2.049, 0.246], [2.312, 3.271, -0.991], [1.055, 6.215, -2.386], [-1.385, 6.590, -2.670], [-2.999, 4.903, -1.826], [-2.158, 2.863, -0.717], [3.825, 1.068, 0.656], [5.309, -0.403, 1.809], [6.081, -2.658, 2.422], [4.646, -4.622, 1.905], [2.431, -4.294, 0.849], [-3.077, 0.305, 2.804], [-1.517, 1.928, 2.782], [-0.003, 1.130, 4.600], [0.957, 0.989, 2.746]],
  "mulliken_spin": [0.04, 0.00, 0.01, -0.01, 0.02, -0.01, 0.02, 0.00, 0.06, 0.02, -0.05, 0.21, 0.23, 0.10, 0.02, 0.04, 0.13, -0.04, 0.14, 0.00, 0.00, 0.00, 0.00, 0.00, 0.03, 0.00, 0.00, 0.01, 0.01, 0.00, 0.00, 0.00, 0.00, 0.00, 0.00, 0.00, 0.00, -0.01, 0.00, 0.00, 0.00, 0.00, 0.00, 0.00, 0.00, 0.00, 0.00, 0.00, 0.00, 0.00, 0.00, 0.00, 0.00, 0.00, 0.00, 0.00, 0.00, 0.00, 0.01, -0.01, 0.00, 0.00]
}

=====

Record 2
{
  "formula": "C27H20HfN5O5S3Sb",
  "method": "ωB97M-V/def2-TZVPD",
  "homo_lumo_gap_ev": [5.35, 7.24],
  "e_lumo_ev": [2.268, 2.228],
  "spin_multiplicity": 2,
  "charge": -1,
  "e_homo_ev": [-3.1, -5.0],
  "de_lowest_kj_mol": 58.5,
  "e_tot_ev": -86370.702,
  "elements": ["Hf", "O", "C", "C", "C", "C", "C", "C", "C", "O", "N", "N", "C", "C", "C", "C", "C", "C", "N", "H", "H", "H", "H", "H", "H", "H", "H", "H", "H", "O", "C", "C", "C", "C", "C", "C", "C", "O", "N", "N", "C", "C", "C", "C", "C", "C", "C", "O", "H", "H", "H", "H", "H", "H", "H", "H", "H", "H", "S", "Sb", "S", "S"],
  "xyz": [[-0.387, -0.021, 0.914], [2.068, 0.875, -2.528], [2.564, 2.117, -2.284], [3.365, 2.771, -3.215], [3.890, 4.021, -2.932], [3.623, 4.629, -1.715], [2.825, 3.975, -0.791], [2.279, 2.723, -1.055], [1.448, 2.049, -0.030], [0.387, 1.378, -0.409], [1.797, 2.156, 1.212], [0.917, 1.407, 1.959], [0.907, 1.556, 3.274], [-0.084, 0.833, 3.952], [-0.307, 0.905, 5.346], [-1.402, 0.301, 5.891], [-2.299, -0.388, 5.046], [-1.992, -0.481, 3.714], [-0.906, 0.071, 3.149], [2.480, 0.508, -3.319], [3.577, 2.286, -4.162], [4.512, 4.516, -3.668], [4.032, 5.605, -1.488], [2.608, 4.422, 0.170], [1.579, 2.248, 3.766], [0.396, 1.457, 5.955], [-1.578, 0.348, 6.958], [-3.187, -0.869, 5.427], [-2.642, -1.038, 3.049], [0.017, -2.583, -4.183], [1.261, -2.627, -3.675], [2.285, -3.104, -4.495], [3.582, -3.172, -4.023], [3.890, -2.766, -2.727], [2.881, -2.286, -1.913], [1.565, -2.208, -2.369], [0.540, -1.637, -1.466], [0.912, -1.224, -0.312], [-0.700, -1.589, -1.894], [-1.512, -0.991, -0.939], [-2.769, -1.064, -1.180], [-3.779, -0.494, -0.315], [-5.115, -0.871, -0.485], [-6.116, -0.344, 0.304], [-5.781, 0.600, 1.274], [-4.474, 1.006, 1.448], [-3.444, 0.462, 0.664], [-2.206, 0.873, 0.839], [-0.572, -2.228, -3.469], [2.032, -3.417, -5.500], [4.364, -3.546, -4.672], [4.907, -2.818, -2.361], [3.085, -1.938, -0.908], [-3.087, -1.597, -2.074], [-5.351, -1.602, -1.251], [-7.143, -0.657, 0.171], [-6.557, 1.024, 1.901], [-4.201, 1.738, 2.196], [2.012, -1.486, 2.569], [1.119, -3.466, 1.966], [-0.941, -3.581, 3.315], [-1.175, -2.765, 1.382]],
  "mulliken_spin": [-0.02, 0.00, 0.02, -0.01, 0.01, -0.01, 0.02, 0.00, 0.06, 0.01, -0.06, 0.24, 0.18, 0.14, 0.00, 0.05, 0.11, -0.01, 0.16, 0.00, 0.00, 0.00, 0.00, 0.00, 0.03, 0.00, 0.01, 0.01, 0.01, 0.00, 0.00, 0.00, 0.00, 0.00, 0.00, 0.00, 0.00, 0.01, 0.00, 0.00, 0.00, 0.00, 0.00, 0.00, 0.00, 0.00, -0.01, 0.02, 0.00, 0.00, 0.00, 0.00, 0.00, 0.00, 0.00, 0.00, 0.00, 0.00, 0.01, 0.00, 0.00, 0.00]
}

=====

Record 3
{
  "formula": "C27H21Cl2IrN6O4S2",
  "method": "ωB97M-V/def2-TZVPD",
  "homo_lumo_gap_ev": [7.41, 5.69],
  "e_lumo_ev": [-3.426, -5.416],
  "spin_multiplicity": 6,
  "charge": 1,
  "e_homo_ev": [-10.8, -11.1],
  "de_lowest_kj_mol": 247.0,
  "e_tot_ev": -95013.698,
  "elements": ["Ir", "Cl", "C", "C", "C", "N", "C", "O", "C", "C", "C", "C", "C", "N", "C", "C", "C", "Cl", "N", "C", "O", "C", "C", "C", "C", "C", "N", "H", "H", "H", "H", "H", "H", "H", "H", "H", "H", "N", "C", "C", "C", "C", "C", "N", "C", "H", "H", "H", "H", "C", "O", "H", "H", "H", "H", "C", "O", "C", "S", "S", "H", "H", "H"],
  "xyz": [[-0.636, 0.589, 0.569], [-0.165, 7.637, 1.637], [-0.041, 5.942, 1.833], [-0.490, 5.121, 0.840], [-0.404, 3.719, 0.989], [-0.839, 2.809, 0.102], [-1.391, 3.116, -1.120], [-1.294, 4.148, -1.746], [-2.223, 1.972, -1.632], [-3.031, 2.127, -2.742], [-3.884, 1.091, -3.094], [-3.919, -0.048, -2.303], [-3.069, -0.131, -1.217], [-2.217, 0.847, -0.904], [0.177, 3.163, 2.200], [0.638, 4.045, 3.198], [0.530, 5.398, 3.024], [1.089, 6.439, 4.259], [0.227, 1.814, 2.240], [0.900, 1.114, 3.201], [1.470, 1.545, 4.181], [0.912, -0.380, 2.934], [1.507, -1.183, 3.917], [1.568, -2.572, 3.718], [1.028, -3.103, 2.599], [0.337, -2.279, 1.566], [0.389, -0.831, 1.815], [-0.906, 5.539, -0.062], [-2.986, 3.057, -3.290], [-4.529, 1.180, -3.957], [-4.596, -0.864, -2.516], [-3.069, -0.990, -0.561], [1.069, 3.656, 4.104], [1.904, -0.696, 4.794], [2.037, -3.209, 4.456], [1.041, -4.170, 2.434], [-0.726, -2.570, 1.576], [-3.363, -5.786, -0.713], [-2.416, -5.138, -0.646], [-1.236, -4.334, -0.558], [0.056, -4.917, -0.227], [1.095, -4.112, -0.010], [0.836, -2.638, 0.117], [-0.180, -2.223, -0.876], [-1.267, -3.069, -1.027], [0.160, -5.993, -0.272], [2.102, -4.490, 0.111], [1.732, -2.054, -0.077], [-2.111, -2.677, -1.574], [2.680, 0.865, -0.273], [1.368, 1.269, -0.685], [2.798, 0.942, 0.810], [3.436, 1.472, -0.769], [2.803, -0.171, -0.578], [1.278, 2.220, -0.548], [2.597, -0.890, -3.917], [1.813, -2.055, -4.229], [0.769, -2.420, -3.502], [-0.070, -3.759, -3.825], [0.300, -1.253, -2.190], [3.348, -0.841, -4.698], [3.076, -1.003, -2.946], [1.990, 0.015, -3.937]],
  "mulliken_spin": [2.37, 0.02, 0.08, -0.03, 0.19, 0.27, -0.06, 0.09, 0.03, 0.00, 0.00, 0.00, 0.00, 0.08, 0.28, -0.06, 0.11, 0.03, 0.28, -0.10, 0.09, 0.16, 0.29, -0.04, 0.27, -0.06, 0.39, 0.00, 0.00, 0.00, 0.00, -0.01, 0.00, 0.00, 0.00, 0.02, 0.07, 0.00, 0.00, 0.01, 0.00, 0.02, 0.00, 0.06, 0.02, 0.00, 0.01, 0.00, 0.00, 0.00, 0.09, 0.00, 0.00, 0.00, -0.01, 0.00, 0.00, 0.00, 0.00, 0.00, 0.00, 0.00, 0.00]
}

=====

Record 4
{
  "formula": "C27H21CoN8O8S3",
  "method": "ωB97M-V/def2-TZVPD",
  "homo_lumo_gap_ev": [6.38, 6.39],
  "e_lumo_ev": [0.775, 0.783],
  "spin_multiplicity": 2,
  "charge": -1,
  "e_homo_ev": [-5.6, -5.6],
  "de_lowest_kj_mol": 32.0,
  "e_tot_ev": -126777.376,
  "elements": ["Co", "O", "C", "O", "C", "C", "N", "N", "C", "C", "O", "O", "H", "H", "H", "C", "C", "N", "C", "C", "C", "C", "C", "C", "C", "C", "N", "C", "N", "H", "H", "H", "H", "H", "H", "H", "H", "H", "O", "S", "O", "O", "C", "N", "C", "C", "C", "N", "C", "C", "C", "N", "C", "C", "H", "H", "H", "H", "H", "H", "C", "O", "C", "S", "S", "H", "H", "H"],
  "xyz": [[0.737, 1.082, -1.393], [4.808, 5.173, -1.605], [5.388, 4.008, -1.391], [6.583, 3.895, -1.246], [4.501, 2.817, -1.329], [4.931, 1.521, -1.110], [3.852, 0.731, -1.127], [2.746, 1.427, -1.337], [3.104, 2.696, -1.467], [1.990, 3.665, -1.713], [2.251, 4.865, -1.860], [0.841, 3.132, -1.729], [3.811, 5.104, -1.721], [5.928, 1.149, -0.947], [3.758, -0.281, -0.989], [-3.312, 2.144, -1.810], [-1.935, 2.100, -1.757], [-1.266, 0.946, -1.628], [-1.953, -0.195, -1.613], [-3.346, -0.250, -1.699], [-4.028, 0.960, -1.763], [-4.096, -1.518, -1.629], [-3.951, -2.654, -2.324], [-3.149, -2.940, -3.522], [-2.956, -4.267, -3.910], [-2.240, -4.489, -5.071], [-1.777, -3.499, -5.823], [-2.025, -2.272, -5.378], [-2.685, -1.943, -4.278], [-3.815, 3.097, -1.892], [-1.335, 2.999, -1.803], [-1.388, -1.111, -1.494], [-5.110, 0.967, -1.801], [-4.883, -1.511, -0.881], [-4.556, -3.498, -2.009], [-3.350, -5.084, -3.321], [-2.039, -5.494, -5.430], [-1.661, -1.455, -5.986], [-0.205, -2.162, 8.214], [-1.265, -1.505, 7.470], [-1.740, -2.235, 6.312], [-2.306, -0.888, 8.270], [-0.374, -0.050, 6.772], [0.103, 0.833, 7.646], [0.768, 1.859, 7.133], [0.965, 2.017, 5.769], [0.420, 1.044, 4.940], [-0.248, 0.011, 5.459], [0.518, 1.060, 3.468], [1.038, 2.132, 2.744], [1.079, 2.063, 1.367], [0.655, 1.002, 0.675], [0.154, -0.027, 1.368], [0.059, -0.040, 2.741], [1.157, 2.579, 7.846], [1.524, 2.859, 5.386], [1.406, 3.021, 3.236], [1.462, 2.894, 0.789], [-0.176, -0.881, 0.789], [-0.358, -0.881, 3.277], [0.458, -4.382, -1.670], [0.434, -3.079, -2.259], [1.283, -2.111, -1.880], [2.284, -2.267, -0.556], [1.167, -0.760, -2.927], [-0.564, -4.641, -1.399], [1.090, -4.400, -0.787], [0.834, -5.087, -2.412]],
  "mulliken_spin": [1.05, 0.00, 0.00, 0.00, 0.00, 0.00, 0.00, -0.02, 0.01, -0.01, 0.00, 0.03, 0.00, 0.00, 0.00, 0.00, 0.00, -0.02, -0.01, 0.00, 0.00, 0.00, 0.00, 0.00, 0.00, 0.00, 0.00, 0.00, 0.00, 0.00, 0.00, 0.00, 0.00, 0.00, 0.00, 0.00, 0.00, 0.00, 0.00, 0.00, 0.00, 0.00, 0.00, 0.00, 0.00, 0.00, 0.00, 0.00, -0.01, 0.00, 0.00, 0.03, 0.00, 0.00, 0.00, 0.00, 0.00, 0.00, 0.00, 0.00, 0.00, 0.00, 0.00, -0.02, -0.06, 0.00, 0.00, 0.00]
}